1.
Here is a 10-piece molecular cluster, C40H45Br10N5O10 overall in a non-equilibrium geometry from the Open Molecules 2025 dataset. Energies are from ωB97M-V/def2-TZVPD.

Calculated values
F_max = 0.05676 Eh/bohr
HOMO-LUMO gap = 9.08 eV
HOMO energy = -10.0 eV
LUMO = -0.880 eV
SMILES string = O=[N+]([O-])c1ccccc1.O=[N+]([O-])c1ccccc1.O=[N+]([O-])c1ccccc1.O=[N+]([O-])c1ccccc1.O=[N+]([O-])c1ccccc1.BrCCBr.BrCCBr.BrCCBr.BrCCBr.BrCCBr

Geometry as ORCA input:
```
! wB97M-V def2-TZVPD RIJCOSX def2/J DEFGRID3
* xyz 0 1
O 2.738 0.534 -8.556
N 1.670 0.624 -8.008
O 0.620 0.534 -8.538
C 1.700 0.862 -6.566
C 0.492 0.934 -5.900
C 0.424 1.185 -4.554
C 1.620 1.388 -3.864
C 2.826 1.382 -4.553
C 2.888 1.009 -5.880
H -0.448 0.935 -6.439
H -0.464 1.231 -3.940
H 1.672 1.798 -2.860
H 3.718 1.608 -3.983
H 3.788 1.122 -6.475
O 0.754 -2.977 0.592
N 0.947 -3.891 1.333
O 0.080 -4.433 1.929
C 2.283 -4.355 1.583
C 2.581 -5.027 2.747
C 3.820 -5.616 2.927
C 4.756 -5.517 1.880
C 4.465 -4.826 0.723
C 3.241 -4.181 0.596
H 1.887 -5.014 3.584
H 4.131 -6.198 3.783
H 5.721 -6.003 1.968
H 5.122 -4.933 -0.128
H 2.987 -3.743 -0.359
O 6.369 5.385 0.536
N 5.942 5.710 -0.551
O 6.576 6.306 -1.373
C 4.602 5.279 -0.904
C 4.120 5.609 -2.151
C 2.845 5.209 -2.519
C 2.071 4.496 -1.611
C 2.580 4.138 -0.371
C 3.875 4.501 -0.028
H 4.769 6.194 -2.791
H 2.420 5.399 -3.496
H 1.045 4.230 -1.830
H 1.989 3.519 0.289
H 4.233 4.338 0.981
O 3.894 0.868 4.400
N 3.345 0.573 3.378
O 2.266 0.096 3.304
C 4.022 0.930 2.138
C 3.545 0.416 0.956
C 4.212 0.713 -0.215
C 5.317 1.545 -0.215
C 5.764 2.057 0.997
C 5.165 1.694 2.192
H 2.682 -0.229 0.990
H 3.863 0.317 -1.161
H 5.973 1.746 -1.053
H 6.616 2.723 1.085
H 5.436 2.166 3.127
O -7.202 -6.719 5.207
N -7.101 -5.772 4.462
O -8.014 -5.057 4.119
C -5.772 -5.514 3.901
C -4.689 -6.185 4.413
C -3.409 -5.847 3.997
C -3.268 -4.806 3.078
C -4.333 -4.134 2.550
C -5.599 -4.548 2.936
H -4.766 -6.898 5.224
H -2.579 -6.239 4.563
H -2.244 -4.574 2.792
H -4.262 -3.292 1.885
H -6.477 -4.027 2.568
Br -4.688 -0.655 4.951
C -3.748 0.963 4.436
C -2.339 0.582 4.078
Br -1.183 2.116 3.718
H -3.651 1.618 5.304
H -4.292 1.527 3.692
H -2.304 -0.083 3.217
H -1.866 -0.016 4.852
Br -3.315 -5.998 -2.530
C -2.618 -4.226 -2.285
C -2.666 -3.559 -3.630
Br -2.024 -1.712 -3.501
H -1.654 -4.172 -1.788
H -3.323 -3.772 -1.594
H -3.689 -3.618 -3.995
H -2.065 -4.044 -4.391
Br -2.619 6.904 3.083
C -3.164 5.038 2.775
C -2.846 4.543 1.388
Br -3.730 2.809 1.158
H -4.240 5.125 2.904
H -2.755 4.445 3.579
H -1.776 4.382 1.295
H -3.209 5.195 0.609
Br -2.729 4.867 -2.335
C -4.162 3.572 -2.619
C -3.699 2.508 -3.556
Br -5.300 1.384 -3.873
H -4.963 4.179 -3.027
H -4.545 3.204 -1.673
H -2.922 1.843 -3.198
H -3.390 2.914 -4.513
Br -2.557 -1.650 0.496
C -1.090 -0.368 0.341
C -1.452 0.630 -0.711
Br -0.375 2.272 -0.587
H -0.208 -0.945 0.093
H -0.849 0.117 1.282
H -2.462 0.989 -0.537
H -1.375 0.342 -1.749
*
```

These are the Löwdin partial charges, in e, on atoms 1 to 5: number 1, O, carries 0.086; number 2, N, carries -0.385; number 3, O, carries 0.109; number 4, C, carries -0.145; number 5, C, carries -0.007


2.
Here is C40H45Br2GeN4O2PSn as an isolated structure in a non-equilibrium geometry from the Open Molecules 2025 dataset. Energies are from ωB97M-V/def2-TZVPD.

Calculated values
F_max = 0.11707 Eh/bohr
HOMO-LUMO gap (alpha / beta) = 4.84 / 4.74 eV
HOMO energy (alpha / beta) = -15.4 / -15.4 eV
LUMO (alpha / beta) = -10.563 / -10.664 eV

Geometry as ORCA input:
```
! wB97M-V def2-TZVPD RIJCOSX def2/J DEFGRID3
* xyz 3 2
Sn 1.076 1.439 -0.884
C -0.463 5.071 -1.600
C 0.820 5.200 -0.915
C 1.241 6.516 -0.390
C 2.477 6.566 0.213
C 3.194 5.393 0.388
C 4.549 5.435 0.845
Br 5.277 7.109 1.204
C 5.331 4.327 1.029
C 4.837 3.044 0.744
Br 5.829 1.549 1.237
C 3.518 2.972 0.189
O 3.093 1.750 -0.113
C 2.713 4.095 -0.051
N 1.549 4.114 -0.701
H -1.207 4.744 -0.935
H -0.426 4.375 -2.444
H -0.797 6.070 -1.917
H 0.585 7.378 -0.442
H 2.943 7.515 0.403
H 6.309 4.458 1.425
C -1.673 1.950 4.312
C -2.919 1.429 4.116
C -3.455 1.183 2.831
C -2.664 1.237 1.714
C -1.419 1.931 1.837
C -0.903 2.199 3.115
Ge -3.170 0.264 0.006
C -4.383 -1.132 0.771
C -4.012 -1.852 1.913
C -4.735 -2.982 2.197
C -5.605 -3.575 1.298
C -5.997 -2.894 0.140
C -5.432 -1.625 -0.070
C -3.984 1.659 -1.075
C -3.081 2.028 -2.134
C -3.478 2.868 -3.156
C -4.741 3.509 -3.063
C -5.546 3.256 -1.967
C -5.159 2.347 -0.983
H -1.221 2.111 5.303
H -3.545 1.116 4.948
H -4.511 0.840 2.674
H -0.845 2.202 0.946
H 0.054 2.684 3.212
H -3.247 -1.536 2.564
H -4.616 -3.493 3.167
H -5.960 -4.579 1.463
H -6.662 -3.286 -0.598
H -5.808 -1.000 -0.873
H -2.110 1.465 -2.218
H -2.767 3.082 -3.949
H -5.005 4.302 -3.776
H -6.554 3.625 -1.840
H -5.916 2.183 -0.217
O 1.240 -0.673 -1.374
P 1.762 -2.044 -0.815
N 1.710 -2.112 0.885
C 2.540 -3.026 1.655
C 1.935 -3.100 3.086
C 1.010 -1.875 3.192
C 0.717 -1.460 1.714
N 0.480 -3.050 -1.267
C 0.340 -4.470 -0.955
C -0.652 -5.066 -1.949
C -1.135 -3.966 -2.898
C -0.419 -2.693 -2.440
N 3.195 -2.389 -1.389
C 4.226 -1.347 -1.783
C 5.574 -2.039 -1.739
C 5.290 -3.530 -1.796
C 3.819 -3.739 -1.415
H 3.563 -2.622 1.837
H 2.650 -4.098 1.210
H 2.720 -3.025 3.884
H 1.447 -4.035 3.133
H 1.457 -0.968 3.690
H 0.080 -2.068 3.721
H 0.672 -0.386 1.466
H -0.318 -1.811 1.474
H -0.088 -4.576 0.088
H 1.266 -5.030 -1.053
H -1.465 -5.719 -1.518
H -0.142 -5.883 -2.477
H -2.220 -3.901 -2.945
H -0.777 -4.129 -3.919
H -1.127 -1.970 -2.049
H 0.278 -2.288 -3.218
H 4.155 -0.463 -1.187
H 4.118 -1.045 -2.829
H 6.031 -1.672 -0.841
H 6.243 -1.664 -2.592
H 5.881 -4.105 -1.057
H 5.518 -3.984 -2.790
H 3.761 -4.238 -0.424
H 3.289 -4.375 -2.209
*
```

These are the Löwdin partial charges, in e, on atoms 1 to 5: number 1, Sn, carries 1.510; number 2, C, carries -0.020; number 3, C, carries -0.258; number 4, C, carries 0.089; number 5, C, carries -0.016


3.
Here is a 10-piece molecular cluster, C40H45Cl10N5O10 overall in a non-equilibrium geometry from the Open Molecules 2025 dataset. Energies are from ωB97M-V/def2-TZVPD.

Calculated values
F_max = 0.06967 Eh/bohr
HOMO-LUMO gap = 8.78 eV
HOMO energy = -9.8 eV
LUMO = -1.047 eV
SMILES string = O=[N+]([O-])c1ccccc1.O=[N+]([O-])c1ccccc1.O=[N+]([O-])c1ccccc1.O=[N+]([O-])c1ccccc1.O=[N+]([O-])c1ccccc1.ClCCCl.ClCCCl.ClCCCl.ClCCCl.ClCCCl

Geometry as ORCA input:
```
! wB97M-V def2-TZVPD RIJCOSX def2/J DEFGRID3
* xyz 0 1
O -2.729 -1.319 2.208
N -3.382 -2.294 1.967
O -3.526 -2.728 0.839
C -4.024 -3.070 3.048
C -4.058 -2.632 4.398
C -4.689 -3.340 5.472
C -5.227 -4.564 5.181
C -5.166 -5.045 3.931
C -4.594 -4.311 2.872
H -3.638 -1.650 4.551
H -4.722 -3.074 6.518
H -5.560 -5.233 5.961
H -5.600 -5.999 3.669
H -4.722 -4.812 1.924
O 2.250 2.347 -1.310
N 3.135 2.173 -2.154
O 3.963 1.203 -2.175
C 3.191 3.128 -3.308
C 2.230 4.166 -3.399
C 2.261 4.980 -4.534
C 3.095 4.648 -5.597
C 4.032 3.671 -5.514
C 4.163 2.973 -4.330
H 1.553 4.321 -2.572
H 1.563 5.800 -4.612
H 2.953 5.260 -6.476
H 4.640 3.479 -6.386
H 5.024 2.327 -4.240
O -3.150 2.619 -7.350
N -1.937 2.638 -7.178
O -1.231 3.425 -7.741
C -1.322 1.708 -6.212
C -2.045 0.564 -5.730
C -1.585 -0.199 -4.660
C -0.337 0.137 -4.142
C 0.503 1.092 -4.734
C -0.020 1.898 -5.700
H -3.020 0.354 -6.144
H -1.984 -1.088 -4.193
H 0.099 -0.504 -3.390
H 1.443 1.276 -4.234
H 0.584 2.721 -6.053
O 7.044 6.553 2.057
N 6.070 6.412 1.379
O 5.814 7.153 0.441
C 5.096 5.374 1.691
C 4.026 5.156 0.854
C 3.177 4.103 1.060
C 3.330 3.203 2.164
C 4.392 3.450 3.026
C 5.326 4.453 2.753
H 3.875 5.828 0.023
H 2.288 3.914 0.475
H 2.731 2.314 2.292
H 4.628 2.821 3.872
H 6.125 4.466 3.480
O 0.997 -6.428 1.581
N 1.271 -5.789 0.542
O 1.403 -4.570 0.584
C 1.579 -6.527 -0.761
C 1.874 -5.869 -1.953
C 2.147 -6.625 -3.128
C 2.276 -7.995 -3.020
C 2.105 -8.659 -1.805
C 1.825 -7.917 -0.719
H 1.748 -4.808 -2.112
H 2.475 -6.071 -3.995
H 2.618 -8.623 -3.830
H 2.309 -9.715 -1.702
H 1.663 -8.399 0.233
Cl -2.853 -0.070 7.610
C -1.111 0.406 7.540
C -0.970 1.336 6.321
Cl -1.044 0.407 4.867
H -0.566 -0.538 7.522
H -0.856 0.974 8.435
H -0.015 1.799 6.568
H -1.599 2.209 6.146
Cl -3.269 3.632 -1.559
C -1.818 4.589 -1.841
C -1.062 4.845 -0.540
Cl 0.336 5.873 -0.930
H -2.057 5.569 -2.253
H -1.159 4.098 -2.558
H -0.807 3.926 -0.012
H -1.552 5.441 0.230
Cl -6.023 -0.533 0.442
C -5.398 0.705 -0.697
C -4.138 0.209 -1.351
Cl -4.404 -1.179 -2.487
H -5.296 1.678 -0.217
H -6.089 0.783 -1.537
H -3.428 -0.174 -0.618
H -3.684 0.996 -1.953
Cl -0.761 -3.415 6.288
C -0.621 -4.240 4.701
C -0.591 -3.215 3.515
Cl 1.034 -2.461 3.437
H -1.441 -4.918 4.466
H 0.290 -4.839 4.698
H -1.325 -2.425 3.671
H -0.699 -3.702 2.546
Cl -0.724 -1.191 -0.756
C 0.793 -0.776 0.153
C 0.491 0.142 1.404
Cl -0.078 1.680 0.816
H 1.518 -0.362 -0.547
H 1.210 -1.748 0.416
H 1.403 0.346 1.966
H -0.264 -0.110 2.148
*
```

These are the Löwdin partial charges, in e, on atoms 1 to 5: number 1, O, carries 0.041; number 2, N, carries -0.356; number 3, O, carries 0.043; number 4, C, carries -0.137; number 5, C, carries 0.013